(1)
Formula: C5H8O
Source: the OMol25 dataset
Level of theory: ωB97M-V with the def2-TZVPD basis set

The geometry in ORCA input format:
```
! wB97M-V def2-TZVPD RIJCOSX def2/J DEFGRID3
* xyz 0 1
C 2.972 -0.294 0.220
C 1.610 -0.702 0.534
C 0.454 0.006 0.342
C -0.860 -0.409 0.196
C -1.993 0.611 0.008
O -2.385 0.604 -1.252
H 3.758 -0.567 0.928
H 2.980 0.807 0.192
H 3.319 -0.555 -0.785
H 1.408 -1.772 0.599
H 0.613 1.078 0.179
H -1.041 -1.458 -0.029
H -2.708 0.283 0.791
H -1.574 1.581 0.339
*
```

Computed properties:
Energy relative to the best compared isomer or geometry (same formula, charge and spin) = 4.9685 eV
Orbital gap = 5.92 eV
E_HOMO = -8.069 eV

***

(2)
Formula: C24H21AuBBrF2NSb
Source: the OMol25 dataset
Level of theory: ωB97M-V with the def2-TZVPD basis set

The geometry in ORCA input format:
```
! wB97M-V def2-TZVPD RIJCOSX def2/J DEFGRID3
* xyz 2 1
Au -0.780 -1.984 -0.165
C -5.335 -0.364 2.946
C -4.720 -0.686 1.616
C -5.446 -0.649 0.429
C -4.848 -0.952 -0.790
C -3.519 -1.282 -0.754
Br -2.505 -1.753 -2.296
N -2.790 -1.329 0.361
C -3.379 -1.040 1.527
H -6.392 -0.134 2.843
H -4.842 0.496 3.400
H -5.234 -1.205 3.633
H -6.495 -0.383 0.451
H -5.400 -0.934 -1.719
H -2.755 -1.094 2.410
C 0.938 -7.161 -2.963
C -0.006 -6.171 -3.208
C 0.144 -4.917 -2.638
C 1.248 -4.668 -1.825
C 2.199 -5.654 -1.578
C 2.036 -6.906 -2.155
Sb 1.555 -2.783 -0.995
C 3.049 -2.889 0.456
C 2.978 -3.859 1.455
C 3.984 -3.918 2.407
C 5.042 -3.020 2.354
C 5.109 -2.063 1.351
C 4.110 -1.989 0.391
C 2.029 -1.340 -2.420
C 2.041 0.004 -2.049
C 2.389 0.957 -2.992
C 2.714 0.567 -4.286
C 2.694 -0.773 -4.648
C 2.349 -1.740 -3.714
H 0.816 -8.139 -3.410
H -0.857 -6.376 -3.843
H -0.593 -4.147 -2.837
H 3.061 -5.458 -0.951
H 2.769 -7.680 -1.972
H 2.160 -4.570 1.494
H 3.943 -4.668 3.185
H 5.825 -3.070 3.099
H 5.941 -1.373 1.311
H 4.169 -1.246 -0.395
H 1.795 0.312 -1.038
H 2.411 2.003 -2.718
H 2.987 1.316 -5.018
H 2.951 -1.069 -5.656
H 2.339 -2.786 -3.996
F 0.075 -2.890 2.462
B 0.299 -1.934 1.605
F 0.928 -0.835 1.916
*
```

Computed properties:
Energy relative to the best compared isomer or geometry (same formula, charge and spin) = 0.0000 eV
Orbital gap = 7.95 eV
E_HOMO = -14.974 eV

***

(3)
Formula: C9H27N7O16PS2
Source: the OMol25 dataset
Level of theory: ωB97M-V with the def2-TZVPD basis set

The geometry in ORCA input format:
```
! wB97M-V def2-TZVPD RIJCOSX def2/J DEFGRID3
* xyz 1 1
C -1.588 -1.465 0.621
C -2.611 -1.282 -0.185
S -3.014 -2.596 -1.354
P -1.308 -2.587 -2.703
O -1.943 -2.112 -4.084
O -0.284 -1.482 -2.207
S -0.619 -4.351 -2.823
H -0.851 -0.695 0.708
H -1.491 -2.394 1.153
H -3.209 -0.393 -0.212
H -3.016 -3.793 -0.712
H -1.271 -1.644 -4.603
H -0.492 -0.614 -2.590
C 0.691 2.001 -0.905
N -0.164 1.718 0.278
O 0.378 1.473 1.332
O -1.370 1.741 0.101
H 1.729 1.939 -0.610
H 0.459 1.254 -1.655
H 0.448 2.995 -1.257
C 2.402 -1.577 2.727
N 1.495 -2.760 2.744
O 1.102 -3.158 3.819
O 1.207 -3.250 1.670
H 2.566 -1.255 3.748
H 3.332 -1.887 2.261
H 1.916 -0.798 2.146
C 0.264 4.640 -4.982
N 0.649 4.328 -3.581
O 1.297 3.319 -3.372
O 0.291 5.105 -2.722
H 0.652 3.865 -5.631
H -0.821 4.677 -5.024
H 0.696 5.606 -5.228
C -0.510 -3.579 6.418
N -0.110 -3.829 7.830
O 0.611 -4.778 8.050
O -0.539 -3.059 8.662
H -0.058 -4.336 5.790
H -1.594 -3.631 6.374
H -0.156 -2.591 6.147
C 3.079 -1.577 -2.729
N 3.144 -0.253 -2.051
O 3.571 0.689 -2.672
O 2.743 -0.216 -0.901
H 3.451 -1.473 -3.741
H 3.693 -2.270 -2.162
H 2.038 -1.887 -2.723
C -3.927 -4.875 3.418
N -3.112 -3.883 2.664
O -2.625 -4.235 1.597
O -2.975 -2.790 3.152
H -3.952 -5.800 2.856
H -3.452 -5.018 4.384
H -4.922 -4.457 3.532
C 1.422 8.541 -2.372
N 0.806 8.384 -3.717
O -0.265 8.906 -3.914
O 1.430 7.732 -4.535
H 0.759 9.137 -1.758
H 1.550 7.546 -1.957
H 2.379 9.034 -2.507
*
```

Computed properties:
Orbital gap = 8.28 eV
E_HOMO = -12.517 eV

***

(4)
Formula: C15H19N3OS
Source: the OMol25 dataset
Level of theory: ωB97M-V with the def2-TZVPD basis set

The geometry in ORCA input format:
```
! wB97M-V def2-TZVPD RIJCOSX def2/J DEFGRID3
* xyz 0 1
C 2.171 0.703 -2.476
C 2.653 -0.158 -1.355
C 2.678 -1.543 -1.467
C 3.114 -2.343 -0.425
C 3.548 -1.769 0.758
C 3.535 -0.392 0.891
C 3.080 0.401 -0.151
S 3.014 2.176 0.087
C 1.549 2.251 1.193
C 0.403 1.516 0.533
O -0.340 2.039 -0.269
N 0.304 0.217 0.895
H 0.965 -0.168 1.552
C -0.626 -0.710 0.289
C -1.725 -1.130 1.267
H -1.271 -1.425 2.215
H -2.254 -1.992 0.859
C -2.732 0.001 1.519
N -3.603 0.191 0.394
C -4.728 -0.512 0.115
N -5.272 -0.148 -1.012
C -4.469 0.834 -1.502
C -3.429 1.060 -0.649
H -2.606 1.744 -0.688
H -4.695 1.315 -2.432
H -5.116 -1.270 0.767
H -3.343 -0.241 2.394
H -2.198 0.936 1.711
H -0.071 -1.588 -0.054
H -1.065 -0.209 -0.577
H 1.320 3.312 1.276
H 1.815 1.837 2.165
H 3.881 0.076 1.802
H 3.900 -2.387 1.570
H 3.120 -3.417 -0.538
H 2.346 -1.999 -2.388
H 1.882 0.099 -3.332
H 1.313 1.295 -2.159
H 2.951 1.399 -2.780
*
```

Computed properties:
Energy relative to the best compared isomer or geometry (same formula, charge and spin) = 0.7328 eV
Orbital gap = 8.96 eV
E_HOMO = -8.451 eV

***

(5)
Formula: C5H14N2
Source: the OMol25 dataset
Level of theory: ωB97M-V with the def2-TZVPD basis set

The geometry in ORCA input format:
```
! wB97M-V def2-TZVPD RIJCOSX def2/J DEFGRID3
* xyz 0 1
C 0.365 -2.933 1.272
C 0.043 -1.585 0.616
C 0.742 -0.383 1.266
C 0.611 0.949 0.443
N -0.031 0.838 -0.841
C -0.583 2.116 -1.250
N -1.163 2.003 -2.554
H -0.550 -3.487 1.487
H 1.078 -3.483 0.671
H 0.946 -2.804 2.196
H 0.326 -1.644 -0.433
H -1.033 -1.438 0.512
H 1.797 -0.607 1.317
H 0.189 -0.217 2.190
H 0.029 1.627 1.091
H 1.603 1.411 0.426
H -0.816 0.200 -0.834
H 0.172 2.881 -1.040
H -1.414 2.344 -0.555
H -0.687 1.360 -3.159
H -1.624 2.851 -2.823
*
```

Computed properties:
Energy relative to the best compared isomer or geometry (same formula, charge and spin) = 1.3544 eV
Orbital gap = 9.74 eV
E_HOMO = -8.592 eV

***

(6)
Formula: C3H13NO4
Source: the OMol25 dataset
Level of theory: ωB97M-V with the def2-TZVPD basis set

The geometry in ORCA input format:
```
! wB97M-V def2-TZVPD RIJCOSX def2/J DEFGRID3
* xyz 0 1
O 0.482 1.772 1.933
C -0.672 1.551 2.414
C -0.843 0.167 3.066
C -1.467 -0.671 2.023
N 0.477 -0.412 3.403
H -1.412 2.376 2.521
H -1.354 0.235 4.049
H -2.582 -0.318 2.092
H -1.306 -1.743 2.289
H -1.186 -0.601 1.009
H 0.941 -0.497 4.260
H 1.121 -0.433 2.621
H 0.725 2.042 -0.780
H 1.529 3.314 -1.032
O 1.026 2.572 -1.498
H -0.634 -1.882 -4.427
H -1.822 -2.729 -4.515
O -0.981 -2.632 -4.123
H 1.486 -2.454 -4.303
H 2.301 -1.151 -4.457
O 1.567 -1.656 -4.832
*
```

Computed properties:
Energy relative to the best compared isomer or geometry (same formula, charge and spin) = 3.0292 eV
Orbital gap = 9.65 eV
E_HOMO = -9.078 eV